This record from the Open Molecules 2025 dataset describes a structure of composition C43H66F6N9O7RbSi. The level of theory is ωB97M-V/def2-TZVPD.

## Properties
gap between HOMO and LUMO: 0.16956 Eh
M: 1048.599 g mol⁻¹
total charge: -2
LUMO level: 3.389 eV

Positions of all 133 atoms, in Å:
Rb: 0.2122 -0.1313 0.8701
C: -4.0279 0.8637 -2.0639
C: -2.5775 1.0951 -2.4438
O: -1.9716 2.1072 -2.1341
N: -2.0270 0.1031 -3.1980
C: -0.5864 0.0054 -3.4458
C: -0.1147 -1.3982 -3.1442
C: -0.0442 -2.3618 -4.1374
C: 0.3355 -3.6539 -3.7855
C: 0.6412 -3.9221 -2.4676
C: 0.5282 -2.8947 -1.5376
N: 0.1331 -1.6691 -1.8624
H: -4.1653 -0.1349 -1.6448
H: -4.6548 0.9639 -2.9518
H: -4.3229 1.6042 -1.3259
H: -2.5520 -0.7461 -3.3187
H: -0.1005 0.7188 -2.7820
H: -0.3604 0.2592 -4.4842
H: -0.2640 -2.1079 -5.1689
H: 0.3912 -4.4291 -4.5400
H: 0.9517 -4.9076 -2.1475
H: 0.7032 -3.0787 -0.4860
N: 3.6444 -3.1992 1.2695
N: 2.4297 -2.9216 1.9323
C: 2.2974 -2.0855 2.9542
N: 1.0699 -2.0015 3.4891
N: 3.4372 -1.5246 3.4071
N: 3.3904 -0.5936 4.3626
O: 4.4737 -0.1759 4.7656
O: 2.3193 -0.1450 4.8192
H: 3.5248 -2.8989 0.2999
H: 4.3234 -2.5718 1.6852
H: 1.5890 -3.3703 1.5824
H: 0.2959 -2.4065 2.9475
H: 0.9011 -1.3168 4.2037
C: 0.3270 5.6334 0.0538
N: 0.9148 4.3163 0.0260
C: 2.1459 4.1145 0.7680
C: 0.2847 3.2729 -0.5543
O: 0.6873 2.1221 -0.5326
H: 0.9244 6.3465 -0.5233
H: 0.2589 5.9924 1.0838
H: -0.6782 5.5977 -0.3657
H: 2.8985 4.8371 0.4440
H: 2.5067 3.1065 0.5759
H: 1.9734 4.2324 1.8402
H: -0.6428 3.5525 -1.0773
C: 1.7090 -0.5057 -8.4874
C: 2.3975 -1.4937 -7.5781
C: 2.6414 -2.7847 -8.0340
C: 3.2304 -3.7220 -7.1983
C: 3.6210 -3.3592 -5.9241
C: 3.4138 -2.0589 -5.4506
N: 3.8246 -1.7609 -4.1548
C: 4.5715 -0.6567 -3.7572
C: 5.3884 0.0366 -4.6593
C: 6.1874 1.0836 -4.2276
C: 6.1873 1.4588 -2.8913
C: 5.3763 0.7724 -1.9964
C: 4.5714 -0.2825 -2.4031
C: 3.7525 -1.0264 -1.3478
O: 3.4942 -2.2442 -1.6005
O: 3.4098 -0.3654 -0.3563
C: 2.7516 -1.1244 -6.2744
C: 2.3509 0.2260 -5.7412
H: 1.6930 -0.8774 -9.5125
H: 2.2154 0.4612 -8.4772
H: 0.6750 -0.3342 -8.1755
H: 2.3546 -3.0562 -9.0445
H: 3.4027 -4.7326 -7.5500
H: 4.1063 -4.0711 -5.2665
H: 3.6296 -2.3879 -3.3696
H: 5.4137 -0.2800 -5.6961
H: 6.8263 1.5964 -4.9381
H: 6.8277 2.2637 -2.5495
H: 5.3390 1.0493 -0.9503
H: 3.0867 0.9979 -5.9812
H: 2.2597 0.1951 -4.6563
H: 1.3916 0.5383 -6.1568
C: -4.8852 2.7722 3.3274
C: -3.7327 2.1721 2.5108
C: -3.2210 3.2674 1.5654
C: -4.3109 1.0774 1.6005
Si: -2.1825 1.3632 3.5007
C: -3.0046 0.3976 5.0567
C: -4.1590 -0.5072 4.6048
C: -3.5454 1.2480 6.2160
C: -1.9287 -0.5508 5.6123
C: -1.2072 2.9142 4.3158
C: -0.2607 2.4271 5.4205
C: -0.2913 3.4974 3.2260
C: -2.0442 4.0680 4.8865
H: -5.6337 3.2298 2.6579
H: -4.5372 3.5488 4.0127
H: -5.4038 2.0142 3.9180
H: -4.0221 3.5828 0.8782
H: -2.3862 2.9019 0.9561
H: -2.8904 4.1559 2.1095
H: -5.1496 1.4770 1.0060
H: -4.6794 0.2179 2.1634
H: -3.5434 0.7146 0.9091
H: -5.0310 0.0636 4.2781
H: -4.4801 -1.1495 5.4391
H: -3.8560 -1.1640 3.7868
H: -4.2912 1.9714 5.8752
H: -2.7528 1.7956 6.7285
H: -4.0303 0.6019 6.9663
H: -1.6395 -1.2823 4.8521
H: -2.3156 -1.1041 6.4823
H: -1.0245 -0.0251 5.9239
H: 0.3695 1.6021 5.0757
H: -0.7963 2.0979 6.3122
H: 0.4070 3.2463 5.7282
H: 0.3977 2.7281 2.8645
H: 0.3072 4.3275 3.6368
H: -0.8511 3.8755 2.3669
H: -2.7388 3.7256 5.6560
H: -2.6247 4.5715 4.1089
H: -1.3884 4.8268 5.3459
C: -2.8187 -2.5877 1.3778
C: -1.7130 -3.6516 1.5046
O: -0.4704 -3.1554 1.4928
C: -1.9239 -4.6714 0.3382
F: -2.0556 -4.0303 -0.8464
F: -3.0465 -5.4299 0.4714
F: -0.8982 -5.5257 0.1938
C: -1.9616 -4.4320 2.8390
F: -3.2584 -4.7602 3.0750
F: -1.2621 -5.5852 2.9069
F: -1.5725 -3.6754 3.8803
H: -2.7148 -2.0952 0.4109
H: -2.6510 -1.8404 2.1538
H: -3.8193 -3.0117 1.4701

This record from the Open Molecules 2025 dataset describes a cluster of 3 separate species, C43H68F17N4O3SSi in total. The level of theory is ωB97M-V/def2-TZVPD.

## Properties
gap between HOMO and LUMO (spin up / spin down): 0.21202 / 0.25252 Eh
M: 1072.161 g mol⁻¹
total charge: +1
expectation value of S²: 2.01
LUMO level (spin up / spin down): -3.809 / -3.809 eV
2S+1: 3

Positions of all 137 atoms, in Å:
C: -0.5777 6.0757 -1.3654
Si: -1.4827 4.5095 -0.9150
C: -2.6580 4.9802 0.4876
C: -2.3701 3.9565 -2.4639
C: -0.4949 2.9501 -0.2600
C: -1.3544 1.9004 0.0931
O: -2.6887 2.1479 -0.0980
C: -0.9082 0.6932 0.5912
C: -1.8186 -0.4237 1.0246
C: -3.3374 -0.2480 1.0574
C: -4.0908 -0.4889 -0.2639
S: -3.0169 -0.5341 -1.7383
C: 0.4903 0.5334 0.7228
C: 1.0420 -0.7809 1.2350
C: 1.6453 -1.7335 0.1988
C: 0.6561 -2.3289 -0.7686
F: -0.2193 -3.1310 -0.1186
F: -0.0625 -1.3465 -1.3780
C: 1.3714 -3.1237 -1.9027
F: 2.3757 -3.8571 -1.3979
F: 1.9295 -2.1922 -2.6955
C: 0.4425 -4.0304 -2.7907
F: -0.8388 -3.7100 -2.5945
F: 0.7410 -3.7460 -4.0663
C: 0.6189 -5.5939 -2.7109
F: 1.8579 -5.9000 -3.1024
F: -0.2384 -6.0501 -3.6390
C: 0.2355 -6.3879 -1.4083
F: -0.0606 -7.6266 -1.8184
F: -0.8683 -5.8403 -0.8814
C: 1.2758 -6.5698 -0.2466
F: 1.2407 -5.5224 0.5780
F: 0.9286 -7.6365 0.4496
F: 2.5078 -6.7351 -0.6932
C: 1.3236 1.5723 0.3991
C: 2.8374 1.4865 0.6076
F: 3.5042 1.8820 -0.4955
F: 3.2292 0.2166 0.8088
C: 3.2843 2.3337 1.8533
F: 3.4572 1.4977 2.8933
F: 4.4383 2.9685 1.5954
N: 0.8307 2.7597 -0.0828
C: 1.7095 3.9003 -0.4481
C: 1.9698 3.9933 -1.9398
C: 2.7100 5.2855 -2.2921
C: 2.7839 5.4922 -3.8035
N: 3.1677 4.2567 -4.4870
H: -1.3626 6.8052 -1.5764
H: 0.0420 6.5216 -0.5923
H: -0.0082 5.9792 -2.2836
H: -2.6069 6.0527 0.6548
H: -3.6699 4.7468 0.1603
H: -2.4518 4.4720 1.4281
H: -1.8791 4.3406 -3.3551
H: -3.3575 4.4186 -2.4262
H: -2.5071 2.8825 -2.5283
H: -3.0615 2.5797 0.6800
H: -1.5945 -1.3227 0.4546
H: -1.5238 -0.6642 2.0461
H: -3.7102 -0.9788 1.7722
H: -3.6013 0.7149 1.4827
H: -4.6055 -1.4423 -0.2192
H: -4.8395 0.2802 -0.4143
H: -3.8729 0.0339 -2.5902
H: 1.8273 -0.5708 1.9552
H: 0.2921 -1.3197 1.7978
H: 2.4464 -1.2870 -0.3819
H: 2.0843 -2.5645 0.7467
H: 2.5142 3.0543 2.1345
H: 2.6720 3.8103 0.0293
H: 1.2984 4.8169 -0.0388
H: 1.0357 3.9166 -2.5036
H: 2.5933 3.1680 -2.2647
H: 3.7296 5.1954 -1.9164
H: 2.2076 6.1284 -1.8261
H: 1.8178 5.8685 -4.1572
H: 3.5411 6.2379 -4.0244
H: 2.3668 3.6816 -4.7078
H: 3.6366 4.4521 -5.3595
C: 8.5362 -2.5659 1.3481
C: 9.4329 -1.3027 1.4368
C: 9.7010 -0.9126 2.8947
C: 8.4983 -0.2942 3.6019
C: 7.9686 0.8945 2.8035
C: 7.6380 0.5319 1.3556
N: 8.8067 -0.1494 0.7163
O: 9.6788 0.7000 0.3075
C: 6.3632 -0.3298 1.3266
C: 7.3065 1.7876 0.5591
C: 10.7610 -1.6421 0.7726
H: 8.3190 -2.9827 2.3325
H: 7.5912 -2.3777 0.8486
H: 9.0277 -3.3425 0.7639
H: 10.5262 -0.1943 2.9192
H: 10.0446 -1.7994 3.4303
H: 7.7142 -1.0424 3.7512
H: 8.7945 0.0390 4.5980
H: 7.0708 1.3033 3.2748
H: 8.7187 1.6911 2.8112
H: 6.1667 -0.7009 0.3188
H: 5.5261 0.2958 1.6222
H: 6.3731 -1.1771 2.0095
H: 8.0962 2.5339 0.6125
H: 6.3986 2.2321 0.9560
H: 7.1374 1.5504 -0.4932
H: 10.6269 -1.8386 -0.2916
H: 11.1586 -2.5417 1.2432
H: 11.4930 -0.8459 0.8844
C: -10.7293 -2.8807 0.0403
C: -9.2028 -2.6998 -0.1684
C: -8.4073 -3.2563 1.0173
C: -8.4836 -2.3975 2.2752
C: -8.0696 -0.9626 1.9615
C: -8.8794 -0.3458 0.8203
N: -8.8522 -1.2564 -0.3730
O: -7.7691 -1.1158 -1.0484
C: -10.3123 -0.0633 1.3020
C: -8.2802 0.9954 0.4179
C: -8.8224 -3.4852 -1.4173
H: -10.9547 -3.4278 0.9563
H: -11.2656 -1.9387 0.0739
H: -11.1640 -3.4364 -0.7892
H: -7.3568 -3.3485 0.7211
H: -8.7616 -4.2677 1.2230
H: -9.4903 -2.4254 2.6997
H: -7.8210 -2.8108 3.0381
H: -8.1801 -0.3310 2.8460
H: -7.0062 -0.9496 1.6936
H: -10.9452 0.2521 0.4719
H: -10.2906 0.7473 2.0303
H: -10.7821 -0.9127 1.7910
H: -7.2247 0.9105 0.1649
H: -8.3767 1.6896 1.2529
H: -8.8034 1.4161 -0.4412
H: -9.2974 -3.0638 -2.3036
H: -9.1696 -4.5112 -1.2943
H: -7.7473 -3.5059 -1.5816